94
Properties=species:S:1:pos:R:3 method="wB97M-V/def2-TZVPD" homo_ev="-5.46 / -7.00" e_tot_ev=-97380.0580 orbital_gap_ev="6.0 / 7.5" spin_multiplicity=5 s2=6.30
Fe 0.12535 0.48325 0.32359
N -1.18275 1.05355 4.41619
C -0.48295 1.28415 3.28319
O -0.51335 0.50605 2.34439
C 0.34895 2.54135 3.29349
C 1.25215 2.56265 2.06689
H -1.83125 0.28535 4.42849
H -1.22015 1.73185 5.15559
H 0.93855 2.58905 4.20879
H -0.34035 3.38855 3.26659
H 1.98425 1.75845 2.13539
H 1.78505 3.51675 2.01729
C -3.70565 0.66725 2.29889
C -3.77675 1.48405 1.04069
C -4.70815 2.50565 0.95969
C -4.79495 3.32145 -0.15331
C -3.90185 3.13035 -1.19411
C -2.95365 2.12705 -1.14621
C -1.97665 1.94025 -2.26321
C -2.89245 1.25505 -0.03871
N -1.95695 0.24875 -0.02261
C -2.32115 -1.01035 0.23429
C -3.74515 -1.44515 -0.02061
C -1.39365 -1.98695 0.62559
C -1.93075 -3.34845 0.99769
N -0.10525 -1.69465 0.76589
C 0.85065 -2.66965 1.00989
C 1.13515 -3.71065 0.09709
C 0.32005 -3.93635 -1.14281
C 2.20045 -4.56675 0.33679
C 2.98665 -4.44965 1.46639
C 2.68885 -3.45775 2.38369
C 1.64485 -2.57815 2.17389
C 1.35565 -1.52525 3.19469
H -3.65305 1.33115 3.16239
H -2.82455 0.03405 2.27209
H -4.59115 0.04195 2.41459
H -5.37775 2.66875 1.79389
H -5.54475 4.09635 -0.21091
H -3.95045 3.77415 -2.06201
H -2.13435 2.66595 -3.05991
H -2.06005 0.93465 -2.67031
H -0.96755 2.05255 -1.86781
H -4.33965 -0.60175 -0.35941
H -4.21635 -1.86515 0.86629
H -3.76725 -2.21205 -0.79501
H -2.69005 -3.24715 1.77309
H -1.13405 -3.97815 1.38269
H -2.39295 -3.84545 0.14679
H -0.29165 -3.06955 -1.36681
H -0.32995 -4.80095 -1.00591
H 0.97055 -4.13645 -1.99391
H 2.41025 -5.34875 -0.38131
H 3.80915 -5.12645 1.64209
H 3.27635 -3.36555 3.28559
H 1.83585 -1.76275 4.14099
H 0.28355 -1.43115 3.33869
H 1.72605 -0.56395 2.84169
N 2.35185 -0.27775 0.26899
C 3.72505 -0.13985 0.33559
C 4.54575 -1.25805 0.14169
C 5.91675 -1.15995 0.26269
C 6.50775 0.05165 0.58619
C 5.70535 1.16345 0.78299
C 4.33305 1.07825 0.64569
H 2.08315 -1.14945 -0.16531
H 1.77695 0.49905 -0.06501
H 4.08475 -2.20445 -0.10411
H 6.53145 -2.03395 0.09709
H 7.58055 0.12845 0.67769
H 6.15605 2.11135 1.04439
H 3.71995 1.95895 0.77389
C -0.93635 4.22845 0.19389
O -0.81805 3.00725 0.90279
C 0.42205 2.38255 0.80179
O 0.93915 2.21925 -0.33601
H -0.55415 5.04905 0.81359
H -1.99405 4.37965 -0.01141
H -0.37745 4.18695 -0.74331
C -1.04155 -1.59505 -4.56991
N -0.38535 -0.32565 -4.48221
C 0.03075 0.40295 -5.66101
C 0.75645 1.61695 -5.05791
N 1.07235 1.15465 -3.72161
C 0.31795 0.07445 -3.39421
S 0.26665 -0.66855 -1.91781
H -1.92745 -1.50425 -5.19821
H -1.33505 -1.88695 -3.56261
H -0.38245 -2.36435 -4.98511
H -0.83575 0.69075 -6.26281
H 0.69615 -0.21575 -6.28061
H 0.09265 2.48905 -5.03811
H 1.66325 1.88235 -5.60481
H 1.38275 1.78275 -2.99771

=====

57
Properties=species:S:1:pos:R:3 method="wB97M-V/def2-TZVPD" homo_ev="-9.92 / -9.80" charge=+1 e_tot_ev=-87125.1803 orbital_gap_ev="5.3 / 5.3" spin_multiplicity=2 s2=0.86
W -0.34585 -0.45581 0.15585
S -1.03005 0.53633 -1.96043
C -1.50050 -1.19691 -1.71316
N -2.72269 -1.62870 -1.89984
N -3.63871 -0.79359 -2.25261
C -4.97158 -1.17107 -2.42829
C -5.89616 -0.19750 -2.80097
C -7.22176 -0.55013 -2.98040
C -7.63026 -1.86231 -2.79193
C -6.70469 -2.83083 -2.42318
C -5.37781 -2.49385 -2.23850
N -0.56989 -2.10289 -1.23544
N 0.67516 -1.61422 -1.08584
C 1.76233 -2.49482 -1.07254
C 2.98875 -2.04657 -0.58116
C 4.07625 -2.89930 -0.56437
C 3.96360 -4.19104 -1.06057
C 2.75696 -4.61653 -1.59946
C 1.66095 -3.77414 -1.61733
H -3.37103 0.17647 -2.40317
H -5.57406 0.82643 -2.95392
H -7.94262 0.20206 -3.27051
H -8.66880 -2.13022 -2.93170
H -7.02300 -3.85449 -2.27969
H -4.63733 -3.22814 -1.95723
H 3.08331 -1.02683 -0.23364
H 5.02315 -2.55387 -0.17118
H 4.82117 -4.85013 -1.05887
H 2.67165 -5.61130 -2.01745
H 0.72463 -4.08304 -2.05952
C -1.46964 -2.21234 5.93637
C -0.28264 -1.90047 5.05458
O -0.33034 -2.73601 3.87003
P -0.26100 -2.18438 2.39518
S 1.25496 -0.88998 2.12948
S -2.04327 -1.39754 1.79446
O 0.00700 -3.48091 1.54732
C -0.75252 -4.69606 1.85280
C -0.68738 -5.62009 0.66396
H -1.39012 -1.63489 6.85707
H -1.48599 -3.27150 6.18919
H -2.40351 -1.95648 5.43625
H 0.65374 -2.13657 5.55750
H -0.26527 -0.84941 4.76079
H -1.78283 -4.41123 2.07648
H -0.30637 -5.13862 2.74164
H -1.10935 -5.12947 -0.21223
H -1.25452 -6.52505 0.88180
H 0.34557 -5.89007 0.45851
S 0.07201 3.78287 1.76691
C -1.34239 3.11358 2.46116
C -1.52772 1.84830 2.02469
N -0.56104 1.39950 1.14905
C 0.33696 2.33675 0.92622
H -1.95994 3.67160 3.14464
H -2.33263 1.19759 2.31640
H 1.17487 2.20325 0.25734

=====

8
Properties=species:S:1:pos:R:3 method="wB97M-V/def2-TZVPD" homo_ev=-10.12 smiles=POC(Cl)Cl e_tot_ev=-37465.4418 orbital_gap_ev=10.8 spin_multiplicity=1
C 0.74837 -0.23958 -0.72685
O -0.47249 0.19578 -0.48509
P -1.27047 -0.12557 1.01567
Cl 2.00248 0.94296 -0.29771
Cl 1.12104 -1.81314 0.00896
H 0.71171 -0.64319 -1.96698
H -2.19222 0.88943 0.57135
H -0.64842 0.79331 1.88065

=====

30
Properties=species:S:1:pos:R:3 method="wB97M-V/def2-TZVPD" homo_ev="-7.64 / -7.63" charge=-1 e_tot_ev=-151201.8160 orbital_gap_ev="10.2 / 8.3" spin_multiplicity=2 s2=0.75
Cu -0.09356 0.47969 0.12477
F 0.75563 0.91034 -4.26497
C 1.07170 2.16488 -3.93402
F 2.12376 2.55386 -4.65412
F 0.04201 2.95896 -4.21337
S 1.47742 2.24296 -2.12313
O 0.24884 1.76954 -1.50346
O 1.85961 3.59087 -1.88278
N 2.67952 1.24387 -2.02484
S 2.67403 -0.12461 -1.25540
O 1.38746 -0.45173 -0.65834
O 3.85620 -0.30655 -0.49693
C 2.75974 -1.38134 -2.62537
F 1.55209 -1.53413 -3.16957
F 3.61251 -0.97506 -3.56783
F 3.17231 -2.55049 -2.14966
F -0.43823 -1.46372 1.19880
P 0.54331 -1.36015 2.55603
F 1.74970 -1.94299 1.68609
F 0.95694 0.19028 2.00809
F -0.68542 -0.70021 3.33435
F 0.09806 -2.82829 2.99129
F 1.50111 -1.16112 3.81244
Cl -2.96671 2.34365 -2.00612
C -3.03753 1.00755 -0.84667
Cl -1.99713 -0.34997 -1.36971
C -2.65591 1.56953 0.55789
O -3.56677 2.08468 1.16882
O -1.43608 1.46073 0.94563
H -4.05737 0.64762 -0.83043

=====

50
Properties=species:S:1:pos:R:3 method="wB97M-V/def2-TZVPD" homo_ev="-11.30 / -11.79" charge=+1 e_tot_ev=-148221.3947 orbital_gap_ev="6.0 / 5.7" spin_multiplicity=2 s2=1.16
Re 0.65848 0.34803 -0.46084
N 2.59191 -2.64110 2.07816
C 2.05253 -1.60614 1.47809
S 2.58711 -1.08674 -0.04604
N 1.06845 -0.98578 2.23404
N 0.41224 -0.06317 1.65874
C -0.39375 0.67570 2.51279
C -0.48601 0.36611 3.95954
C -0.88987 -0.90398 4.37926
C -1.03719 -1.16074 5.72903
C -0.76839 -0.16884 6.66691
C -0.36322 1.09074 6.25141
C -0.23542 1.36240 4.89787
C -1.11080 1.71712 2.03772
C -2.22395 2.33991 2.46431
C -2.50310 3.70428 2.13688
C -1.60770 4.53357 1.53400
C 0.97401 4.47786 0.96450
N 1.22547 1.88610 -0.18162
H 3.30210 -3.18738 1.61609
H 2.20806 -2.96187 2.95580
H -1.08619 -1.67759 3.64631
H -1.36327 -2.13970 6.05367
H -0.87701 -0.37937 7.72226
H -0.15023 1.86213 6.97852
H 0.07443 2.34824 4.57159
H -2.89936 1.77437 3.10378
H -3.44794 4.12600 2.45424
H 0.69276 5.42781 1.38825
H 1.93672 4.08351 0.69345
O 1.07683 0.42896 -3.63575
C 0.91886 0.39346 -2.52553
Cl -2.44272 -0.55153 -2.38963
C -2.23720 1.11221 -1.96906
C -1.25495 1.53138 -1.04249
C -1.32373 2.86727 -0.87501
Cl -0.26260 3.42814 0.78984
C -2.01413 3.86814 -1.54488
Cl -1.76350 5.55244 -1.31432
C -2.94479 3.40552 -2.46779
Cl -3.88474 4.51191 -3.34550
C -3.07051 2.01947 -2.63947
Cl -4.24212 1.46570 -3.75802
Cl 0.56035 -3.03497 -2.67763
C -0.29342 -3.66934 -1.26439
Cl 0.57555 -5.07369 -0.63525
Cl -1.94092 -4.13048 -1.72672
C -0.43842 -2.59296 -0.14581
O -0.54902 -2.93498 1.00869
O -0.45317 -1.39332 -0.60642

=====

112
Properties=species:S:1:pos:R:3 method="wB97M-V/def2-TZVPD" homo_ev=-4.35 charge=-1 e_tot_ev=-87304.9889 orbital_gap_ev=5.7 spin_multiplicity=1
C 0.34382 -0.22464 -0.27264
C 0.86236 -1.36613 0.46153
O 0.64257 -2.60148 -0.21215
H 0.67944 0.69238 0.21162
H -0.74586 -0.22368 -0.29903
H 0.78089 -0.11512 -1.26515
H 0.63189 -1.37225 1.52687
H 1.94146 -1.22251 0.40644
C -0.37810 -4.43260 2.80418
C 1.11485 -4.81784 2.67720
C 1.96969 -4.04074 3.68231
O 2.92221 -4.99074 4.16308
C 2.50747 -6.25356 3.85027
O 3.11091 -7.24429 4.17464
O 1.39381 -6.16000 3.15613
H -0.95828 -5.13156 2.20173
H -0.66172 -3.48154 2.35346
H -0.73003 -4.39900 3.83525
H 1.44651 -4.84816 1.63933
H 1.40345 -3.58467 4.49438
H 2.38339 -3.26909 3.03306
C 3.81302 3.08290 -1.96349
C 2.29972 3.30043 -1.86130
C 1.85062 4.66168 -1.45922
O 0.91205 5.08943 -2.36857
C 0.89668 4.25295 -3.36751
O 0.20976 4.37076 -4.38366
O 1.82646 3.33837 -3.18586
H 4.37276 3.31025 -1.05624
H 4.27180 3.72233 -2.71764
H 3.94758 2.02708 -2.19853
H 1.79479 2.57052 -1.22854
H 2.72962 5.29418 -1.33509
H 1.46680 4.68588 -0.43931
C 1.27370 -1.72353 -3.57440
C 2.33568 -0.63915 -3.50913
C 3.22860 -0.82738 -2.30927
O 4.54870 -0.82058 -2.87692
C 4.47807 -0.79450 -4.23295
O 5.38051 -0.80028 -4.97674
O 3.19207 -0.64484 -4.57929
H 0.36574 -1.53695 -3.00091
H 1.62888 -2.71515 -3.29400
H 0.92768 -1.83922 -4.60153
H 1.87969 0.34809 -3.43483
H 3.10603 -1.78358 -1.80057
H 2.96815 -0.05374 -1.58696
C -3.66319 -0.38049 3.07695
C -2.20335 -0.58026 3.39536
C -1.42912 0.44149 4.20160
O -1.02850 -0.14628 5.39066
C -1.38635 -1.41766 5.36240
O -0.94511 -2.20916 6.21720
O -2.24084 -1.69262 4.34377
H -4.14387 -1.30893 2.76864
H -3.73571 0.24216 2.18524
H -4.22414 0.13034 3.85957
H -1.57955 -0.78460 2.52519
H -2.10827 1.25337 4.46182
H -0.56804 0.86319 3.68316
C -4.23088 2.40607 -3.49230
C -2.75437 2.74943 -3.38319
C -2.08851 1.92635 -2.28269
O -1.22747 1.16252 -3.05162
C -1.41265 1.23507 -4.37799
O -0.82585 0.53226 -5.21945
O -2.35215 2.10977 -4.57577
H -4.42889 1.34318 -3.63062
H -4.68301 2.81978 -4.39371
H -4.81395 2.66729 -2.60919
H -2.59082 3.82602 -3.33507
H -2.80807 1.40518 -1.65125
H -1.58055 2.68855 -1.69181
C 2.90498 0.68105 3.03802
C 3.90029 -0.41197 3.19108
C 4.96848 -0.57813 2.05584
O 6.21569 -0.73497 2.73853
C 6.08250 -0.26953 3.93294
O 7.06370 -0.10972 4.65708
O 4.77623 0.01863 4.25553
H 2.28450 0.57773 3.92821
H 2.15932 0.67840 2.24299
H 3.45548 1.62117 3.07290
H 3.56557 -1.42132 3.43038
H 4.95268 0.34161 1.47108
H 4.72645 -1.39662 1.37790
C -3.98100 3.36472 2.84068
C -3.41587 3.08297 1.48703
C -3.13509 4.23820 0.46122
O -1.73831 4.23319 0.40185
C -1.19462 3.18836 1.06019
O -0.01732 2.79124 0.99734
O -2.13199 2.50028 1.59981
H -4.17292 2.50424 3.48163
H -4.92220 3.91421 2.82314
H -3.28897 3.99868 3.39502
H -4.11521 2.47171 0.91660
H -3.51629 5.21043 0.77356
H -3.49216 3.95870 -0.52999
C -2.22157 -3.37421 -4.12062
C -2.90514 -3.05601 -2.76022
C -2.51898 -1.73862 -2.03799
O -3.76981 -1.02009 -1.89921
C -4.70191 -1.63932 -2.49650
O -5.90570 -1.34089 -2.43841
O -4.28992 -2.79066 -3.08988
H -1.95519 -2.46086 -4.65253
H -2.81342 -3.96490 -4.81984
H -1.35156 -4.01405 -3.97300
H -2.95517 -3.94151 -2.12659
H -1.79826 -1.21560 -2.66657
H -2.05996 -1.96726 -1.07616

=====

ΔE to the lowest compared entry with this formula, charge and spin (computed, kcal/mol): 38.99; 12.08; 83.18; 0.94; 326.92; 17.61